17
Properties=species:S:1:pos:R:3:forces:R:3:mulliken_charge:R:1 method="wB97M-V/def2-TZVPD" fmax_ha_per_bohr=0.05808 relative_energy_ev=0.631 e_homo_ev="-10.520 / -12.078" e_lumo_ev="-3.68 / -7.00" total_charge=+1 spin_multiplicity=3 e_tot_ha=-655.71136
O 0.11572 2.62600 -2.68788 -0.13 -0.13 -1.00 -0.94
C 0.24433 2.26057 -1.47566 0.35 0.95 0.68 1.12
O 0.64224 2.98570 -0.56121 -0.05 -0.03 -0.19 -0.65
O -0.10911 0.97355 -1.29832 -0.17 0.09 -1.05 -0.38
C -0.05404 0.39781 0.01888 0.36 -0.49 1.53 -0.06
C -0.40777 -1.04380 -0.07640 -0.59 0.09 -0.50 -1.14
Hg 0.93707 5.00020 -2.24896 -0.17 -0.76 0.36 0.75
H -0.74397 0.94448 0.67616 0.18 -0.09 -0.27 0.31
H 0.96642 0.54365 0.40997 -0.30 0.04 -0.24 0.30
H 0.12091 -1.62173 -0.83902 0.03 -0.01 0.46 0.37
H -1.46118 -1.29957 0.05611 0.39 -0.06 0.05 0.35
Li -0.41561 0.89305 -3.35451 0.06 0.26 0.36 0.88
C 0.28145 -2.03585 2.16292 0.53 -0.39 1.26 -0.78
C -0.36335 -3.22483 2.37120 -1.29 0.39 -2.67 0.53
O -1.11494 -4.03879 1.99628 1.08 0.32 1.48 -0.33
H 0.00458 -1.24127 2.86102 -0.01 -0.16 -0.24 0.32
H 1.35726 -2.11917 1.98942 -0.29 -0.03 -0.03 0.34

16
Properties=species:S:1:pos:R:3:forces:R:3:mulliken_charge:R:1 method="wB97M-V/def2-TZVPD" fmax_ha_per_bohr=0.10535 relative_energy_ev=0.000 e_homo_ev=-18.635 e_lumo_ev=-11.61 total_charge=+2 e_tot_ha=-647.72764
O -4.03335 -2.74039 0.51738 1.83 0.30 -0.73 -0.03
C -3.07920 -2.34629 0.06375 -1.63 0.69 0.36 0.18
Hg -1.91376 -0.09009 -0.98433 1.59 -1.95 1.33 1.29
C -2.01028 1.71189 -2.06303 -2.09 4.53 -2.11 0.41
C -0.05667 -1.63034 -2.38843 1.34 -0.95 -0.99 0.05
O -2.34726 2.69205 -2.54605 1.66 -3.87 1.81 -0.02
O 0.73625 -2.20464 -2.95769 -1.76 1.25 1.28 0.02
C 2.00853 0.99219 1.64217 -0.52 0.02 -0.19 -1.24
C 1.25983 0.27868 0.51325 1.16 0.07 -0.31 -0.09
O -0.12943 -0.02796 0.84277 -0.64 -0.15 0.07 -0.52
H 1.57640 1.97588 1.85733 0.04 -0.23 -0.01 0.34
H 3.03677 1.14486 1.30856 -0.03 -0.04 0.02 0.34
H 2.04774 0.40001 2.56400 -0.06 0.03 -0.19 0.42
H 1.23478 0.92618 -0.38242 -0.08 -0.33 0.34 0.25
H 1.78725 -0.66552 0.26632 -0.42 0.45 0.02 0.30
H -0.11759 -0.41650 1.74641 -0.40 0.21 -0.69 0.29

What did the second record say?
16
Properties=species:S:1:pos:R:3:forces:R:3:mulliken_charge:R:1 method="wB97M-V/def2-TZVPD" fmax_ha_per_bohr=0.10535 relative_energy_ev=0.000 e_homo_ev=-18.635 e_lumo_ev=-11.61 total_charge=+2 e_tot_ha=-647.72764
O -4.03335 -2.74039 0.51738 1.83 0.30 -0.73 -0.03
C -3.07920 -2.34629 0.06375 -1.63 0.69 0.36 0.18
Hg -1.91376 -0.09009 -0.98433 1.59 -1.95 1.33 1.29
C -2.01028 1.71189 -2.06303 -2.09 4.53 -2.11 0.41
C -0.05667 -1.63034 -2.38843 1.34 -0.95 -0.99 0.05
O -2.34726 2.69205 -2.54605 1.66 -3.87 1.81 -0.02
O 0.73625 -2.20464 -2.95769 -1.76 1.25 1.28 0.02
C 2.00853 0.99219 1.64217 -0.52 0.02 -0.19 -1.24
C 1.25983 0.27868 0.51325 1.16 0.07 -0.31 -0.09
O -0.12943 -0.02796 0.84277 -0.64 -0.15 0.07 -0.52
H 1.57640 1.97588 1.85733 0.04 -0.23 -0.01 0.34
H 3.03677 1.14486 1.30856 -0.03 -0.04 0.02 0.34
H 2.04774 0.40001 2.56400 -0.06 0.03 -0.19 0.42
H 1.23478 0.92618 -0.38242 -0.08 -0.33 0.34 0.25
H 1.78725 -0.66552 0.26632 -0.42 0.45 0.02 0.30
H -0.11759 -0.41650 1.74641 -0.40 0.21 -0.69 0.29